Formula: C6H9N
Source: the OMol25 dataset
Level of theory: ωB97M-V with the def2-TZVPD basis set

Summary:
**HOMO**: -8.17 eV
**Energy**: -7853.680 eV
**Structure (SMILES)**: C[C@]12C[C@H]1[C@H]1N[C@H]12
**LUMO energy**: 1.10 eV
**ΔE to the lowest compared entry with this formula, charge and spin**: 103.30 kcal per mole
**Charge**: 0
**Frontier orbital gap**: 9.3 eV
**Molecular weight**: 95.14 g/mol

Geometry as XYZ:
```
16
Properties=species:S:1:pos:R:3:forces:R:3:nbo_charge:R:1
C 1.687619 -0.715395 1.003814 -0.23 0.14 -0.02 -0.611
C 0.491054 -0.181592 0.215955 -0.05 0.44 -0.18 -0.050
C 0.709697 0.678664 -0.973429 0.16 0.02 -0.36 -0.415
C -0.272128 1.203419 0.015466 0.46 0.14 0.65 -0.229
C -1.585623 0.433811 -0.062642 -0.09 0.53 0.61 -0.108
N -1.690464 -0.263900 -1.308068 0.38 -1.06 0.79 -0.622
C -0.907866 -0.831482 0.104724 -0.59 -0.31 -0.81 -0.070
H 1.434582 -1.387459 1.834465 -0.20 0.24 -0.17 0.212
H 2.259856 0.118918 1.426723 -0.14 -0.10 -0.08 0.221
H 2.380435 -1.268467 0.349243 -0.33 0.14 0.06 0.213
H 1.653327 1.217194 -0.948585 -0.05 -0.10 -0.11 0.215
H 0.380054 0.290096 -1.926078 0.09 0.31 -0.16 0.242
H -0.218677 2.194293 0.453661 0.41 -0.17 0.13 0.220
H -2.472390 0.696118 0.494611 -0.05 0.37 0.00 0.198
H -2.679370 -0.519912 -1.443549 0.67 -0.75 0.44 0.362
H -1.170109 -1.664302 0.763686 -0.42 0.13 -0.81 0.222
```
Positions in Å, forces in eV/Å.


Formula: NO3S2
Source: the OMol25 dataset
Level of theory: ωB97M-V with the def2-TZVPD basis set

Summary:
**HOMO**: -4.61 eV
**Energy**: -29303.649 eV
**Structure (SMILES)**: O=S(=O)=NS[O-]
**LUMO energy**: 3.79 eV
**ΔE to the lowest compared entry with this formula, charge and spin**: 0.00 kcal per mole
**Charge**: -1
**Frontier orbital gap**: 8.4 eV
**Molecular weight**: 126.14 g/mol

Geometry as XYZ:
```
6
Properties=species:S:1:pos:R:3:forces:R:3:nbo_charge:R:1
N -0.504871 -0.451807 0.276971 0.35 0.36 -0.32 -0.985
O 2.203841 -1.025260 0.011495 -0.51 0.10 0.10 -0.978
O -2.962041 -0.119135 0.252103 0.31 0.52 -0.88 -0.958
O 1.569901 1.325085 0.305684 -0.26 -0.43 -0.07 -0.988
S -1.666663 0.191915 -0.405847 -0.40 -0.95 1.47 1.295
S 1.359833 0.079200 -0.440407 0.52 0.39 -0.30 1.615
```
Positions in Å, forces in eV/Å.


Formula: C3H7N2O
Source: the OMol25 dataset
Level of theory: ωB97M-V with the def2-TZVPD basis set

Summary:
**HOMO**: -14.72 eV
**Energy**: -8246.020 eV
**LUMO energy**: -3.27 eV
**ΔE to the lowest compared entry with this formula, charge and spin**: 2.75 kcal per mole
**Charge**: +1
**Frontier orbital gap**: 11.4 eV
**Molecular weight**: 87.10 g/mol

Geometry as XYZ:
```
13
Properties=species:S:1:pos:R:3:forces:R:3:nbo_charge:R:1
O -2.342699 -1.706099 2.808309 -0.83 -0.58 -0.36 -0.969
H -2.669529 -2.507619 2.340319 0.20 0.63 0.75 0.482
H -3.048979 -1.493999 3.459809 0.72 -0.13 -0.65 0.507
C -1.436989 -1.377459 -0.997690 -0.10 -1.10 0.90 -0.038
C -0.515740 -1.005500 -1.899679 -0.34 0.30 -1.62 -0.056
C 0.000000 0.000000 0.000000 -1.79 -1.03 0.71 0.252
N -1.063900 -0.825580 0.211940 0.90 1.09 0.29 -0.473
N 0.321520 -0.122020 -1.275830 1.33 1.64 0.37 -0.456
H -2.272699 -2.068359 -1.108760 0.41 0.32 0.15 0.264
H -0.480550 -1.245230 -2.962409 0.20 0.22 0.51 0.270
H 0.389310 0.726980 0.712770 0.09 -0.54 -0.24 0.263
H -1.442009 -1.040080 1.152320 -0.18 0.32 -0.42 0.488
H 1.019760 0.555090 -1.632589 -0.63 -1.14 -0.37 0.466
```
Positions in Å, forces in eV/Å.


Formula: C5H8N2
Source: the OMol25 dataset
Level of theory: ωB97M-V with the def2-TZVPD basis set

Summary:
**HOMO (alpha / beta)**: -6.21 / -6.21 eV
**Energy**: -8291.470 eV
**LUMO energy (alpha / beta)**: 0.21 / 0.21 eV
**ΔE to the lowest compared entry with this formula, charge and spin**: 81.32 kcal per mole
**Charge**: 0
**Frontier orbital gap (alpha / beta)**: 6.4 / 6.4 eV
**Molecular weight**: 96.13 g/mol

Geometry as XYZ:
```
15
Properties=species:S:1:pos:R:3:forces:R:3:nbo_charge:R:1
C 1.740723 1.402200 0.935090 0.15 0.07 -0.07 -0.509
C 1.148864 0.426366 0.195511 -0.01 0.10 0.20 -0.097
C 0.880277 -0.848878 0.853221 -0.31 -0.11 0.04 0.248
N -0.261022 -1.289874 0.454371 0.21 0.05 0.07 -0.448
C -0.897575 -0.243346 -0.452487 -0.12 -0.13 0.15 0.091
N -1.908624 -0.790164 -1.297824 0.00 0.09 -0.18 -0.841
C 0.326490 0.427089 -0.974753 -0.23 0.24 0.21 -0.568
H 2.259047 1.198671 1.865248 0.10 -0.04 -0.17 0.191
H 1.621717 2.432708 0.617468 0.25 -0.07 0.09 0.203
H -1.404254 0.374797 0.326042 -0.10 -0.03 -0.14 0.146
H 1.463041 -1.336377 1.632661 -0.06 0.07 -0.17 0.216
H -0.745973 -2.123724 0.759246 0.09 0.10 0.01 0.423
H -2.771821 -0.275203 -1.177092 0.04 -0.17 -0.13 0.368
H -1.618455 -0.737683 -2.266897 0.02 -0.12 0.02 0.379
H 0.167564 1.383420 -1.469806 -0.02 -0.06 0.07 0.198
```
Positions in Å, forces in eV/Å.


> Among the records above, which one has the lowest energy?

NO3S2


> Look up the ΔE to the lowest compared entry with this formula, charge and spin of the third one.

2.75 kcal per mole


> ΔE to the lowest compared entry with this formula, charge and spin of number 3 (C3H7N2O)?

2.75 kcal per mole


> Look up the ΔE to the lowest compared entry with this formula, charge and spin of the second one.

0.00 kcal per mole